[1]
DFT (the ωB97M-V functional and the def2-TZVPD basis) results for a molecular structure, C42H81BCl38N3O12P2 in a non-equilibrium geometry.

XYZ file:
```
179
Properties=species:S:1:pos:R:3:forces:R:3
C -1.584 -3.112 4.705 0.3250 -0.6151 0.7696
O -2.262 -2.337 3.613 2.7568 -1.4349 0.3912
C -1.557 -2.789 2.359 -1.0983 -1.2094 1.2416
C -1.352 -1.537 1.347 -4.0735 -1.8669 -0.6964
C -1.770 -2.202 -0.132 1.8226 1.7910 -0.4093
P -3.661 -2.566 -0.287 -0.4341 0.1744 2.1770
C -4.480 -1.137 -1.327 0.9227 1.0801 -1.8459
O -3.871 -4.012 -1.253 11.0453 -0.5431 1.6688
O -0.913 -3.382 -0.122 0.5007 1.1426 -0.3102
C 0.538 -3.017 -0.293 -1.3425 0.4311 -0.7256
B 0.584 -3.408 -1.929 0.8970 0.9544 -2.2859
O 1.624 -4.217 -2.590 3.1175 5.2338 6.2441
O -0.433 -2.896 -2.917 1.8671 4.4936 4.8551
P 1.427 -4.471 0.548 -1.0730 -8.2795 0.7525
O 0.488 -5.765 0.313 3.1254 5.4302 0.4733
O 2.978 -4.949 -0.073 -2.8764 0.8972 0.4932
O 1.665 -4.396 2.262 1.2030 0.8308 -2.6013
C 0.929 -1.499 0.145 4.3244 0.5923 -1.3990
N 1.025 -0.472 -0.977 -0.2708 0.4244 0.3554
C 2.546 -1.529 0.583 0.7819 0.7064 1.2159
C 3.624 -1.897 -0.564 1.8823 0.3403 -0.1874
C 4.271 -0.577 -1.365 1.0241 -1.6068 -0.4618
C 5.291 0.307 -0.411 -1.0279 -0.2972 0.2841
N 5.050 1.765 -0.720 0.5350 0.3654 -0.1059
C 4.356 2.682 0.264 1.2787 3.5783 -6.0474
C 4.309 4.110 -0.597 1.8008 -4.1465 -1.0788
C 5.081 3.836 -2.045 -0.7468 -3.7033 3.0300
C 5.537 2.244 -2.072 -3.0452 5.3478 3.4475
N 0.033 -0.863 1.244 -1.0952 -0.2309 0.9203
C -0.299 0.595 1.081 -0.4365 4.5517 0.7677
C -1.399 1.186 0.072 -1.0996 2.0625 -1.2698
C -0.788 2.161 -1.151 0.2063 -1.0603 -0.9215
C -1.181 1.505 -2.634 0.3989 -0.2397 0.3344
O -2.313 2.286 -3.222 2.1317 -0.6516 -3.1079
C -2.063 2.390 -4.677 -3.9903 -3.4643 -3.8067
O -2.809 1.746 -5.592 4.8830 4.3667 6.5064
C 0.594 -0.923 2.649 0.8439 -0.3903 4.3689
C 1.662 0.172 3.196 1.4567 -0.0745 -0.0352
O 1.140 1.063 4.286 -0.4139 2.7201 -2.9536
C 1.208 2.460 3.770 6.8063 2.1256 1.4280
O 2.389 3.113 3.893 -8.0101 -4.3444 -0.9771
H -0.458 -2.749 4.850 -2.3153 -0.7254 -0.4182
H -2.112 -2.999 5.744 0.6930 0.1214 -2.2457
H -1.573 -4.282 4.467 -0.0629 2.5473 0.3624
H -0.627 -3.370 2.723 -1.1729 1.1763 -1.1658
H -2.321 -3.631 1.987 1.8998 2.1548 -0.0076
H -2.189 -0.777 1.737 2.2144 -1.2699 -0.9201
H -1.548 -1.501 -1.039 0.2561 -1.1241 1.6698
H -5.646 -1.266 -1.430 2.7552 0.4518 0.6335
H -4.214 -0.073 -0.898 -0.3797 -2.1706 -0.5567
H -4.042 -1.177 -2.421 -0.9187 0.2116 1.9466
H -3.793 -4.845 -0.693 0.1705 1.4659 -0.6989
H 1.954 -3.640 -3.356 -0.6996 -1.5460 1.5373
H -0.235 -1.910 -3.102 -0.7419 -1.9161 0.5373
H 2.786 -5.685 -0.744 0.0312 1.4160 1.2576
H 2.616 -4.553 2.541 -1.3917 0.1462 -0.7136
H 1.686 0.326 -0.719 -1.2620 -1.5511 0.0219
H 1.463 -0.785 -1.851 -0.4118 -0.6425 0.6811
H 2.911 -0.427 0.880 -1.2478 -2.2525 -0.4474
H 2.775 -2.171 1.527 -0.6460 0.9430 -1.6753
H 4.575 -2.334 0.019 -2.2192 0.7917 -1.2156
H 3.360 -2.706 -1.347 0.0259 1.3073 1.5207
H 3.472 0.055 -1.934 1.6247 -0.8484 1.2844
H 4.966 -1.063 -2.205 -1.6469 1.0477 1.6521
H 6.419 0.028 -0.577 -2.2911 0.5049 0.1699
H 5.042 0.081 0.720 0.5356 0.6688 -2.1838
H 3.933 2.473 1.334 1.2523 -0.0360 -2.4204
H 3.838 5.139 -0.226 1.2896 -2.7322 -0.9516
H 5.275 4.599 -2.928 -0.6899 -2.0037 2.4460
H 6.108 1.637 -2.917 -1.4458 1.2152 2.4711
H 0.649 1.305 0.915 -1.7847 -2.1089 0.3534
H -0.711 0.939 2.154 1.0232 -1.1654 -2.2999
H -2.105 1.966 0.648 1.6610 -2.0687 -0.7521
H -2.148 0.479 -0.456 1.5362 0.8445 1.2117
H -1.262 3.232 -1.147 0.9787 -2.1301 0.1712
H 0.399 2.231 -1.089 -2.6119 0.0162 -0.0501
H -0.260 1.479 -3.373 -1.7398 0.2987 1.4854
H -1.568 0.396 -2.556 0.7936 2.1074 0.0444
H -1.165 3.060 -5.032 -1.6456 -1.2241 1.0352
H -0.271 -0.731 3.458 1.3703 -0.6715 -2.2430
H 1.036 -1.985 2.948 -1.0628 2.1794 -1.3060
H 2.145 0.890 2.418 -0.8080 -1.6052 1.0666
H 2.571 -0.407 3.712 -3.2178 1.5955 -1.2798
H 0.308 2.996 3.243 1.4179 -1.3672 1.2223
C -4.842 0.046 4.433 -0.1489 -0.2729 0.5199
Cl -5.895 -0.990 3.462 0.0283 0.0777 0.1024
Cl -3.741 0.973 3.408 0.2083 0.1833 -0.0904
H -5.459 0.739 5.010 0.1929 -0.1206 -0.3574
H -4.256 -0.579 5.111 -0.0499 0.0891 -0.3563
C -7.304 -3.859 -1.537 -1.6058 1.5460 0.4322
Cl -5.564 -3.604 -1.353 -10.5284 -2.5059 -1.8310
Cl -7.697 -4.403 -3.172 0.0412 0.0374 0.0787
H -7.629 -4.618 -0.822 0.1712 0.1331 -0.2137
H -7.824 -2.919 -1.340 -0.4398 -0.2467 -0.1430
C -8.379 2.301 3.930 -0.3850 -0.0669 -0.2810
Cl -7.607 2.011 5.494 -0.1468 0.0048 0.1909
Cl -7.300 3.181 2.841 -0.0692 -0.0471 -0.0229
H -8.637 1.340 3.477 0.2110 0.2154 0.1541
H -9.286 2.890 4.085 0.3338 -0.0778 0.0333
C 0.426 -5.296 -5.597 -0.6207 -0.9813 -0.0193
Cl -0.646 -4.503 -6.757 0.0621 -0.1188 -0.0678
Cl 0.217 -4.624 -3.975 -3.2546 -5.6814 -9.2073
H 0.196 -6.364 -5.573 0.0349 0.2720 -0.1602
H 1.462 -5.148 -5.912 -0.2683 0.0876 0.0817
C 3.646 6.303 3.425 -0.1245 -0.2684 0.3482
Cl 4.889 7.125 4.375 -0.0046 0.1056 -0.1249
Cl 3.643 6.873 1.751 -0.0985 -0.0121 -0.0872
H 3.843 5.228 3.434 0.0252 0.3243 -0.0804
H 2.668 6.502 3.870 0.2783 0.0595 -0.1567
C -6.772 4.089 8.621 -0.1174 0.2994 -0.3398
Cl -6.094 2.497 8.980 -0.0517 -0.1666 -0.1623
Cl -7.190 4.953 10.106 -0.0151 0.0443 -0.0890
H -6.035 4.673 8.065 -0.1023 -0.1691 0.2318
H -7.674 3.964 8.017 0.2127 -0.0558 0.2542
C 2.666 10.374 2.296 0.4846 -0.0557 0.0297
Cl 2.527 11.447 0.898 0.0600 -0.0358 0.0096
Cl 1.077 10.019 2.985 -0.0192 -0.1333 0.1284
H 3.135 9.439 1.981 -0.2612 0.2879 0.0465
H 3.283 10.859 3.056 -0.2825 -0.0401 -0.1851
C 7.230 4.885 -5.566 -0.0684 0.1456 -0.3922
Cl 7.908 3.292 -5.207 -0.0016 -0.0421 -0.0826
Cl 6.812 5.748 -4.081 0.3229 0.4029 -0.3719
H 7.967 5.468 -6.122 -0.1271 -0.1792 0.2649
H 6.328 4.759 -6.170 0.2098 -0.0220 0.2578
C 3.816 5.381 7.957 -0.2289 0.1251 0.3201
Cl 5.555 5.636 8.141 -0.0368 0.0252 0.0557
Cl 3.422 4.837 6.322 -0.2420 -0.2773 0.2073
H 3.490 4.622 8.672 0.1646 0.1357 -0.2656
H 3.295 6.321 8.154 0.2151 -0.2087 -0.1558
C 8.989 5.731 10.117 -0.3068 0.1416 0.0367
Cl 10.277 6.733 9.436 -0.1074 0.0616 -0.0037
Cl 9.590 4.122 10.537 -0.1218 -0.0270 0.0275
H 8.603 6.212 11.019 0.2191 -0.1475 -0.2034
H 8.189 5.630 9.380 0.3173 -0.0327 0.1477
C 0.614 -8.889 1.858 -0.2273 0.3786 -0.0575
Cl -0.471 -10.259 1.587 -0.0658 0.0689 0.0322
Cl 2.303 -9.410 1.875 0.0970 0.1195 0.0294
H 0.474 -8.161 1.056 0.0866 -0.2198 0.1707
H 0.373 -8.430 2.820 0.1039 -0.2408 -0.2094
C -1.386 -7.532 -9.285 -0.4135 0.0065 -0.1293
Cl -0.613 -7.822 -7.722 -0.0960 -0.1955 -0.0932
Cl -0.306 -6.652 -10.374 -0.0680 -0.0079 -0.0556
H -1.643 -8.492 -9.738 0.2384 0.2616 0.1866
H -2.292 -6.943 -9.130 0.3364 -0.0310 0.0395
C -2.202 -1.361 -8.562 -0.2456 0.3804 0.0464
Cl -3.287 -2.731 -8.833 -0.0582 0.0659 0.0360
Cl -0.513 -1.881 -8.545 0.0874 0.3780 -0.2217
H -2.342 -0.632 -9.364 0.0743 -0.3092 0.1843
H -2.443 -0.902 -7.600 0.0950 -0.2224 -0.1950
C -1.279 -0.554 -12.446 0.2472 -0.3027 -0.2010
Cl -2.886 -0.971 -13.053 0.0997 -0.0548 -0.0058
Cl -1.358 0.803 -11.316 0.1420 0.1121 -0.0123
H -0.857 -1.421 -11.931 -0.1984 0.2358 -0.0240
H -0.640 -0.279 -13.288 -0.2538 0.0393 0.2290
C -1.707 10.125 0.186 0.1874 0.3430 0.1951
Cl -1.135 9.787 -1.452 0.0642 0.0772 0.0197
Cl -2.891 8.920 0.708 -0.0332 0.0118 0.1175
H -0.855 10.106 0.871 -0.2084 -0.1059 -0.2296
H -2.173 11.113 0.204 0.0362 -0.3285 -0.0958
C -7.290 -3.709 -6.843 0.1230 0.2725 0.2040
Cl -6.719 -4.046 -8.482 0.0397 0.0796 0.0075
Cl -8.475 -4.913 -6.322 -0.0211 0.0389 -0.0247
H -6.439 -3.727 -6.159 -0.2135 -0.1225 -0.1949
H -7.757 -2.720 -6.826 0.0423 -0.3220 -0.0919
C -3.457 4.326 10.335 -0.2747 -0.2460 0.1199
Cl -2.726 5.337 9.083 -0.0945 0.0285 -0.1562
Cl -2.369 4.137 11.715 -0.0721 -0.0463 0.0205
H -4.384 4.795 10.674 0.3155 -0.0386 -0.0621
H -3.674 3.341 9.915 0.1975 0.3316 0.1234
C 5.401 0.113 4.574 0.5471 0.4558 0.5861
Cl 4.349 -0.923 3.603 1.7155 -0.9001 -0.0692
Cl 6.503 1.040 3.549 -0.1825 -0.0946 0.1104
H 4.785 0.806 5.151 0.0285 -0.1412 -0.2832
H 5.988 -0.512 5.252 -0.1644 0.0591 -0.3046
C -0.144 -11.926 -8.589 0.2962 -0.2492 0.0369
Cl -1.217 -11.133 -9.749 0.0170 -0.1359 -0.1339
Cl -0.354 -11.254 -6.967 0.0864 -0.2073 0.0253
H -0.374 -12.994 -8.565 -0.0715 0.3387 0.0091
H 0.892 -11.778 -8.904 -0.3181 0.0926 0.0848
```
Forces are in eV/Å.

Calculated values
**Spin multiplicity**: 1
**Total charge**: +1
**Kohn-Sham gap**: 7.05 eV
**Strongest force on any atom**: 11.3 eV/A

Mulliken population analysis, charges in e, atoms 1 to 8: atom 1 (C): -0.535, atom 2 (O): -0.207, atom 3 (C): -0.629, atom 4 (C): 0.618, atom 5 (C): -0.177, atom 6 (P): 0.283, atom 7 (C): -0.960, atom 8 (O): -0.541



[2]
DFT (the ωB97M-V functional and the def2-TZVPD basis) results for 2 unconnected molecules or ions with the total composition C10H13O3 in a non-equilibrium geometry.

XYZ file:
```
26
Properties=species:S:1:pos:R:3:forces:R:3
C -0.063 -1.779 1.531 -0.0511 -1.3046 1.6839
C 0.701 0.631 1.811 -1.8018 0.8981 0.0602
C 0.926 -0.681 1.428 1.4451 0.8987 -0.7017
C 1.470 1.726 1.427 1.3996 -0.8559 -0.5770
C 2.198 -0.853 0.850 -0.6969 -1.3438 -0.8938
C 2.514 1.486 0.535 0.0741 0.1844 1.0025
C 2.950 0.174 0.324 -0.1113 1.1664 0.0551
O 3.167 2.615 0.050 -0.1063 -0.2495 0.9323
H -0.273 0.875 2.231 0.1694 -0.1686 0.4677
H 1.464 2.731 1.823 -0.9381 0.0708 -0.0926
H -0.562 -1.739 2.507 -0.3220 0.4567 -0.1144
H 0.460 -2.737 1.672 0.1400 0.0306 -0.6185
H 2.498 -1.872 0.610 0.0721 0.0395 0.0776
H 3.865 0.024 -0.237 -0.0205 -0.2522 0.0074
H 3.355 2.457 -0.858 0.3843 -0.1250 -1.1290
H -0.867 -1.863 0.771 0.7280 0.4821 0.1492
C -2.516 -0.070 -2.331 -0.2418 -0.9233 -0.3973
C -1.649 -1.115 -3.072 0.0117 0.6506 0.9088
C -2.911 -0.471 -0.884 -0.0707 -0.2172 -0.0783
O -2.175 -1.318 -0.315 -0.2451 0.0922 -0.2548
O -3.936 0.069 -0.432 -0.0589 0.2032 0.0610
H -2.068 0.923 -2.308 0.0699 0.0112 -0.0160
H -3.445 -0.029 -2.904 -0.1310 0.5525 0.1867
H -2.307 -1.845 -3.541 0.1729 -0.0096 -0.3137
H -1.049 -1.651 -2.334 0.1263 0.0682 -0.0742
H -1.000 -0.595 -3.778 0.0020 -0.3555 -0.3311
```
Forces are in eV/Å.

Calculated values
**Relative energy (zero: lowest compared OMol25 entry of this formula, charge and spin)**: 35.0 kcal per mole
**Spin multiplicity**: 1
**Total charge**: -1
**Kohn-Sham gap**: 7.13 eV
**Strongest force on any atom**: 2.1 eV/A

natural (NBO) population analysis, charges in e, atoms 1 to 8: atom 1 (C): -0.674, atom 2 (C): -0.202, atom 3 (C): 0.003, atom 4 (C): -0.260, atom 5 (C): -0.194, atom 6 (C): 0.270, atom 7 (C): -0.297, atom 8 (O): -0.700



[3]
DFT (the ωB97M-V functional and the def2-TZVPD basis) results for 2 unconnected molecules or ions with the total composition C2H7FP2 in a non-equilibrium geometry.

XYZ file:
```
12
Properties=species:S:1:pos:R:3:forces:R:3
C -0.246 -0.191 1.637 -1.2864 1.4369 1.9109
C 0.397 -1.126 0.769 0.6290 2.0336 0.3162
F 2.124 0.047 -2.095 -1.0175 -0.1167 0.0307
P -0.334 1.166 -1.129 -1.6692 0.8231 0.7604
P 0.519 -0.349 -2.271 1.3300 -1.3535 -0.4870
H -0.427 0.758 1.147 0.1302 0.4622 -0.4917
H -1.256 -0.436 1.930 -0.1774 -0.5257 0.5698
H 0.328 0.229 2.516 -0.2500 -1.0280 -0.5681
H 0.017 -2.053 0.554 -0.4074 -2.0916 -0.5735
H 1.278 -0.671 0.427 1.5634 -0.7091 -0.8065
H -1.707 0.661 -1.321 1.0320 -0.2358 0.5713
H -0.694 1.965 -2.165 0.1233 1.3046 -1.2325
```
Forces are in eV/Å.

Calculated values
**Relative energy (zero: lowest compared OMol25 entry of this formula, charge and spin)**: 57.8 kcal per mole
**Spin multiplicity**: 1
**Kohn-Sham gap (alpha / beta)**: 7.35 / 8.22 eV
**Strongest force on any atom**: 2.7 eV/A

natural (NBO) population analysis, charges in e, atoms 1 to 8: atom 1 (C): -0.718, atom 2 (C): -0.301, atom 3 (F): -0.597, atom 4 (P): -0.082, atom 5 (P): 0.636, atom 6 (H): 0.234, atom 7 (H): 0.212, atom 8 (H): 0.234